C50H82Br22F12O8S | ωB97M-V with the def2-TZVPD basis set

The geometry in XYZ format:
```
175
Properties=species:S:1:pos:R:3:forces:R:3:lowdin_charge:R:1
Br 9.61784 1.08993 1.21526 0.16 -0.08 -0.05 0.65
Br -2.17589 -5.42834 1.72605 -0.02 0.13 -0.13 0.61
Br -6.76034 -7.54164 5.64902 -0.09 -0.07 0.13 0.60
Br -10.05211 -5.91448 6.02525 0.08 -0.01 -0.11 0.60
Br 7.59745 -1.14802 -0.91420 0.06 0.12 -0.02 0.61
Br 9.61810 3.05835 8.90964 0.13 0.00 -0.07 0.60
Br 1.35326 -7.75225 0.50819 -0.10 0.13 0.04 0.62
Br 1.33966 -9.89853 3.96758 -0.11 -0.04 0.05 0.59
Br -10.53816 -8.69225 -7.72667 0.03 0.11 0.06 0.59
Br 10.91841 1.27285 5.95225 0.19 0.29 -0.01 0.65
Br -2.05499 7.09889 -3.93954 -0.02 0.09 -0.16 0.67
Br -5.05867 -6.16470 -5.86564 0.07 0.16 0.01 0.65
Br 2.24188 -4.17173 0.38492 0.13 -0.24 -0.03 0.69
Br -5.38585 -2.53465 -5.28194 0.07 -0.09 0.07 0.61
Br -7.77621 -8.48243 -5.28688 0.00 -0.08 -0.13 0.58
Br -5.81862 -5.88485 2.10958 0.11 -0.04 0.03 0.58
Br -1.95211 -8.27137 4.34381 0.10 -0.09 0.00 0.62
Br -6.03816 12.06633 -5.19359 0.08 0.26 0.08 0.59
Br 7.96441 -2.87150 3.70803 0.11 0.03 -0.05 0.63
Br 7.59666 0.11286 5.84889 0.26 -0.41 0.62 0.70
Br -3.27621 12.27615 -2.75380 -0.01 -0.05 -0.07 0.64
Br -5.40103 8.47760 -4.66631 0.08 -0.24 0.10 0.58
S 1.59244 3.39562 1.40031 6.87 4.55 4.31 0.89
F 1.51753 0.93419 -3.58941 1.35 2.84 3.47 0.01
F 3.84315 1.76431 -5.07362 1.69 1.60 4.21 0.06
F -2.49620 -1.66982 0.94557 2.14 0.47 -3.96 -0.06
F 4.21123 4.82230 -3.61451 2.84 -4.23 -0.81 0.06
F 5.65239 1.28204 -3.63377 -3.68 3.01 -0.60 0.01
F 4.17790 2.83524 -1.47749 -2.66 -3.08 -2.58 0.05
F -1.91645 -3.13639 -2.58821 -1.77 3.63 3.24 -0.01
F 6.38129 3.86855 -3.17228 -4.97 -0.85 -2.41 0.03
F -3.86319 -1.78149 -1.69746 4.77 -2.43 0.33 -0.04
F 5.47641 3.85169 -5.37546 -1.37 -0.56 4.87 0.02
F 1.79086 3.21119 -3.59607 0.74 -2.60 2.56 -0.02
F 3.82990 0.47536 -2.12492 -1.20 4.47 -0.27 0.00
O 1.53858 3.89510 2.86106 -2.05 -2.32 -4.53 -0.32
O 0.55508 4.24831 0.39950 1.57 -2.34 0.30 -0.24
O 3.05384 3.84034 1.00082 -5.32 -2.59 -0.39 -0.33
O 0.62263 7.23689 -0.57056 -6.33 -5.85 -2.66 0.01
O -5.32947 1.42541 -2.04062 0.84 4.02 0.19 -0.09
O -4.66574 3.66593 -2.96832 -0.11 -6.45 4.98 -0.02
O -1.88856 1.01415 3.40348 0.25 1.59 0.32 -0.15
O -1.71165 6.56957 -0.49255 2.92 -2.44 0.04 -0.03
C 4.45057 2.18890 -3.80751 1.46 -2.68 -0.97 -0.09
C 9.32154 -1.84722 4.66439 0.09 -0.24 -0.01 -0.69
C -2.27435 1.43525 -1.13040 -1.67 0.38 -0.25 -0.17
C -2.43107 -2.23357 -1.53094 -0.11 1.07 2.31 -0.01
C 0.80837 -6.37528 -0.76104 -0.02 -0.30 -0.11 -0.69
C 1.27314 1.52669 1.15868 -0.16 -2.33 0.32 -0.25
C -7.75326 1.25681 -1.03887 -0.21 0.18 -0.30 -0.11
C -0.07132 -1.45527 -0.25841 -0.97 -2.71 0.08 -0.13
C 10.48190 3.76154 7.30862 -0.14 0.15 0.14 -0.69
C -6.75401 1.62908 -2.30647 -3.01 -0.94 -0.98 -0.23
C 3.51640 1.92328 -2.44003 3.24 -1.62 -0.12 -0.08
C 0.97435 4.00083 -0.96048 0.28 1.05 -3.51 -0.25
C -4.48726 -5.32052 3.41900 -0.26 0.09 0.10 -0.71
C 2.74817 0.83401 1.19267 1.86 -0.22 -0.03 -0.28
C -1.36039 -9.60318 3.04764 -0.30 -0.01 -0.01 -0.68
C 0.88452 2.40993 -1.47581 -2.87 0.30 -0.59 -0.04
C -0.07042 1.93242 4.85568 -1.26 0.10 -0.46 -0.07
C -3.80014 -3.66876 -5.22512 0.03 0.25 -0.05 -0.71
C 10.07666 -0.63696 0.43347 0.25 0.13 0.04 -0.67
C 10.03980 3.01031 6.07415 0.16 0.07 -0.26 -0.67
C 0.51194 0.85230 2.46070 -1.69 -0.70 1.03 -0.09
C 0.45307 -0.12472 -0.95409 1.22 -0.28 -1.98 -0.14
C -7.76190 -8.18801 -7.21483 0.18 0.12 0.07 -0.71
C 5.30604 1.34670 1.93778 0.06 -1.32 0.06 -0.20
C -2.93140 8.68865 -3.22528 0.16 -0.08 0.31 -0.70
C 0.43685 1.33374 -0.28926 -1.68 -0.05 0.32 -0.23
C 1.95038 -5.43573 -1.07210 -0.09 0.22 -0.11 -0.67
C -4.53700 2.65497 -2.10976 0.71 4.10 -2.95 -0.25
C 5.08397 3.68201 -3.92448 2.53 3.42 -2.06 -0.14
C -0.03488 5.00864 -1.84551 1.06 0.45 -0.05 -0.04
C 1.94076 2.03242 -2.63611 -1.33 1.52 -3.10 -0.12
C 8.81698 -1.39929 6.01661 0.09 0.17 0.23 -0.69
C -3.83568 -4.71332 -6.31661 0.17 -0.26 -0.01 -0.68
C 6.29911 0.39045 2.88437 -0.09 0.67 -0.57 -0.21
C -1.69224 -1.78445 -0.32012 -1.55 -1.34 -2.06 -0.05
C -9.46039 -7.24629 4.72908 -0.27 0.00 0.02 -0.70
C 3.72686 1.20320 2.47396 1.14 -0.14 0.49 -0.18
C -3.27373 2.77579 -1.02952 -0.96 -1.62 0.47 -0.07
C -3.26190 12.57057 -4.68175 0.20 0.17 0.09 -0.68
C -9.01480 -7.47505 -7.66831 -0.09 -0.04 -0.28 -0.70
C -1.18905 1.55800 0.06211 -0.97 -0.23 0.95 -0.12
C -4.40386 8.44276 -2.99050 -0.19 0.18 0.01 -0.68
C -4.51480 13.28353 -5.13523 -0.20 -0.05 -0.31 -0.69
C -8.54974 -8.26717 5.37112 0.20 -0.14 -0.20 -0.69
C 2.84873 -0.80038 1.22153 0.32 -1.19 -0.25 -0.11
C -0.44974 -10.62406 3.68969 0.20 -0.13 -0.16 -0.69
C -0.32025 6.35741 -0.92348 3.27 3.83 1.70 -0.31
C -0.58379 1.74609 3.27407 -0.19 0.57 1.86 -0.36
C -3.45439 -4.41252 2.79256 0.14 0.08 0.12 -0.68
C 9.51131 -0.77316 -0.96136 -0.09 -0.28 -0.11 -0.69
H 5.40543 0.87720 0.84624 -0.34 1.20 2.20 0.10
H -0.85653 2.77921 2.79954 0.98 -1.88 0.78 0.13
H 5.66746 2.46174 1.89834 -0.80 -2.22 0.16 0.12
H 10.16747 -2.53283 4.77659 -0.17 0.15 0.06 0.06
H -8.99067 -6.70313 3.90453 0.00 -0.18 0.24 0.04
H 11.17026 -0.65663 0.40885 -0.21 0.00 -0.06 0.06
H 2.90007 -5.94794 -1.24541 -0.27 0.05 0.09 0.06
H -2.00333 5.66856 -0.11205 0.50 1.92 -1.02 0.12
H -2.41952 8.89392 -2.27971 -0.15 -0.04 -0.16 0.06
H -0.30734 -11.48388 3.02735 -0.09 0.21 0.09 0.06
H -4.79779 14.11867 -4.48966 0.17 -0.24 -0.09 0.05
H 9.71885 -1.40557 1.12395 -0.03 0.14 -0.24 0.04
H -0.89067 -9.06001 2.22309 -0.02 -0.14 0.24 0.01
H 9.61468 -1.01965 4.01360 -0.13 -0.06 0.22 0.03
H -3.77474 2.73340 0.05365 1.08 0.00 -2.29 0.14
H 8.28274 -2.18215 6.56183 0.10 0.14 -0.25 0.06
H -2.52688 1.59559 3.94773 1.75 -1.25 -1.28 0.12
H -2.95727 -2.98700 -5.37248 -0.14 -0.17 -0.01 0.06
H 3.32863 1.19757 0.24937 -1.10 -0.63 1.72 0.11
H -6.87867 -7.57003 -7.40176 -0.24 -0.08 0.00 -0.01
H 0.50350 -6.92069 -1.65911 0.09 0.16 0.12 0.06
H -0.39939 0.93577 5.41333 1.03 2.00 -1.24 0.10
H 0.27449 -1.72799 0.82163 -0.63 0.89 -2.05 0.09
H -2.73283 9.50440 -3.92488 -0.14 -0.26 0.17 0.01
H 7.41287 0.66968 2.60963 -2.33 -0.69 0.84 -0.01
H 2.74322 -1.33677 0.18777 0.05 1.24 1.85 0.03
H -1.39067 2.57668 0.62538 0.67 -1.96 -1.25 0.12
H -8.90650 -8.61821 6.34262 0.02 0.18 -0.24 0.05
H -0.09684 2.51540 -2.17121 2.20 -0.77 1.49 0.16
H -0.11928 -0.12131 2.17113 1.55 2.22 0.14 0.13
H 0.57828 5.35900 -2.80363 -1.38 -0.66 2.20 0.14
H -10.37819 -7.72140 4.37010 0.20 0.03 0.08 0.06
H -2.85666 -5.19086 -6.42488 -0.17 0.15 0.06 0.06
H -7.06270 2.69961 -2.66037 1.23 -1.91 0.65 0.13
H -2.85448 -3.92198 3.56485 -0.14 -0.12 -0.11 0.07
H -9.29779 -6.63991 -7.02274 0.16 -0.24 -0.08 0.06
H -3.88583 -3.65229 2.13571 0.06 -0.24 0.17 0.04
H 8.96302 2.82689 6.03900 0.25 0.00 0.11 0.02
H -5.05445 -4.78614 4.18776 0.15 -0.05 -0.16 0.06
H -3.05036 0.53814 -0.97411 2.03 1.84 -0.18 0.12
H -0.99239 4.48344 -2.24158 1.50 1.04 1.03 0.10
H 3.78736 0.30063 3.25656 -0.56 1.85 -1.82 0.12
H -7.62340 -9.16480 -7.68627 -0.16 0.25 0.10 0.06
H -1.85985 1.26824 -2.21441 -0.64 0.65 2.02 0.12
H -7.78919 0.09713 -0.79610 0.44 2.57 -0.35 0.09
H -7.48039 1.92696 -0.11991 -0.44 -1.53 -1.56 0.08
H 6.10835 0.54264 4.02904 0.19 -0.09 -2.64 -0.04
H -8.40734 -9.12699 4.70879 -0.07 0.21 0.09 0.06
H -4.40176 13.64567 -6.16204 0.07 -0.09 0.22 0.06
H 2.10586 -1.34072 1.95499 1.33 1.32 -1.30 0.08
H -8.87409 1.54144 -1.33424 2.54 -0.49 0.39 0.09
H 1.25401 0.44081 3.29270 -1.15 1.23 -2.13 0.14
H 1.56818 -0.35063 -1.32134 -2.40 0.37 0.95 0.12
H -3.74702 -4.09369 -4.21905 -0.04 0.03 -0.32 0.04
H 10.17020 4.80881 7.25378 0.04 -0.22 -0.07 0.06
H 3.43117 2.12673 3.10381 0.39 -1.35 -1.34 0.10
H 9.64282 -1.03149 6.63277 -0.18 -0.11 -0.17 0.00
H -2.69691 3.78674 -1.09024 -1.31 -1.88 -0.46 0.09
H 9.95576 -1.63153 -1.47509 -0.04 0.17 0.17 0.06
H 0.38697 -2.35203 -0.91389 -1.06 2.03 1.39 0.11
H -3.12340 11.59378 -5.15319 -0.16 0.25 0.05 0.05
H -8.90176 -7.11291 -8.69512 0.05 -0.09 0.22 0.06
H -4.15140 -4.31908 -7.28574 0.06 0.01 0.29 0.05
H 10.34268 3.54534 5.16847 -0.03 -0.08 0.22 0.06
H 11.56062 3.71621 7.48140 -0.28 -0.06 -0.12 0.05
H -2.37867 13.18855 -4.86868 -0.20 -0.09 0.02 0.06
H -4.06179 -6.22850 3.85358 -0.03 0.21 -0.18 -0.01
H -0.06306 -5.87261 -0.33268 0.27 -0.02 -0.10 0.00
H -0.14752 -0.06040 -1.98853 1.25 0.05 2.36 0.14
H 1.71289 -4.81549 -1.94225 0.00 -0.16 0.15 0.06
H -0.74935 2.79026 5.33404 1.78 -1.70 -0.95 0.10
H -0.80650 -10.97510 4.66118 0.02 0.17 -0.24 0.05
H 3.93396 -1.12440 1.60792 -2.36 1.03 -0.92 0.10
H -4.61292 7.48103 -2.51415 0.18 0.20 -0.16 0.05
H 1.07367 2.16107 4.93945 -2.34 -0.34 -0.10 0.08
H -1.59417 0.73051 0.82669 1.51 1.83 -1.45 0.12
H -2.27819 -10.07829 2.68866 0.19 0.04 0.09 0.06
H 6.16296 -0.76055 2.66711 0.08 2.37 0.29 0.04
H 2.03805 4.36288 -1.28225 -1.82 -0.42 1.63 0.16
H -4.83614 9.24525 -2.38543 0.18 -0.09 -0.13 0.05
H 9.64660 0.12116 -1.57471 -0.01 -0.16 0.25 0.05
H -7.06751 0.87274 -3.17551 0.93 1.72 1.79 0.14
```
Positions in Å, forces in eV/Å.

* HOMO level: -9.62 eV
* strongest force on any atom: 9.303 eV/Å
* Kohn-Sham gap: 8.879 eV
* SMILES: CCC[C@@H](C)[C@]1(C[C@H](C)O)[C@](CCCC(=O)OCC)(CCC(F)=C(F)F)[C@H](C(F)(F)C(F)(F)C(F)(F)C(F)(F)F)[C@@H](CC(=O)O)OS1(=O)=O.BrCCBr.BrCCBr.BrCCBr.BrCCBr.BrCCBr.BrCCBr.BrCCBr.BrCCBr.BrCCBr.BrCCBr.BrCCBr
* E_LUMO: -0.027 hartree
* spin multiplicity: 1